1.
ORCA calculation (ωB97M-V/def2-TZVPD) on a cluster of 2 separate species, C3H11N2O2 in total.

Last column: Löwdin spin population.
Cartesian coordinates (Å):
N -0.5963 1.3565 1.5126  0.02
C -0.6961 0.5273 0.3407  0.06
C 0.1633 0.9600 -0.8344  0.02
C -0.4055 -0.8394 0.7601  0.09
N -0.8043 -1.9276 0.0527  0.02
O -0.0416 -0.8485 1.9342  0.77
H -1.5940 1.6242 2.0042  0.00
H -0.1064 2.2706 1.2441  0.00
H 0.1595 1.0554 2.2444  0.00
H -1.7511 0.7786 0.0145  0.00
H 0.2024 0.2120 -1.6563  0.00
H 1.2750 0.9880 -0.5926  0.00
H -0.1474 1.8645 -1.2312  0.01
H -0.8235 -2.8618 0.4800  0.00
H -1.1678 -1.7535 -0.8769  0.00
H 1.8671 -1.6002 -2.3264  0.00
H 2.5294 -0.5461 -1.5724  0.00
O 1.9373 -1.2599 -1.4974  0.00

As for the expectation value of S²: 0.7549. The value obtained for the LUMO energy (alpha / beta) is -9.0 / -14.0 eV. The calculation puts the relative energy (zero: lowest compared OMol25 entry of this formula, charge and spin) at 269.2 kJ/mol. As for the charge: +2. Its spin multiplicity is 2.

2.
ORCA calculation (ωB97M-V/def2-TZVPD) on a structure of composition C5H10ClN.

Last column: natural (NBO) charge in e.
Cartesian coordinates (Å):
C -0.1279 1.8166 -0.2500  -0.68
C 0.0619 0.7160 0.8192  -0.09
C -0.3287 -0.8148 0.7725  -0.11
C -1.4664 -1.0417 -0.2364  -0.42
C 1.7260 -0.7769 -0.4968  -0.42
H -0.6661 2.8328 0.2214  0.25
H -0.9598 1.5906 -1.0391  0.24
H 1.1690 1.8995 -0.5363  0.24
H 0.3275 1.0059 1.8233  0.21
H -0.6678 -1.2133 1.8550  0.21
H -1.4113 -0.6991 -1.2928  0.23
H -1.6037 -2.1658 -0.4837  0.23
H 2.5385 0.2852 -0.3703  0.22
H 2.3786 -2.0014 -0.1345  0.22
H 0.9359 -0.8691 -1.4880  0.19
N 1.0569 -0.4562 0.7021  -0.45
Cl -2.9625 -0.1085 0.1343  -0.05

The value obtained for the LUMO energy is 0.7 eV. The calculation puts the relative energy (zero: lowest compared OMol25 entry of this formula, charge and spin) at 638.1 kJ/mol. Its spin multiplicity is 1.

3.
ORCA calculation (ωB97M-V/def2-TZVPD) on a cluster of 4 separate species, C8H16O16S4 in total.

Last column: Löwdin spin population.
Cartesian coordinates (Å):
C 23.8298 -12.2185 24.3187  0.11
C 22.3274 -11.9889 24.0900  0.04
O 21.6536 -13.1935 24.3580  0.07
S 22.5514 -14.2638 25.1962  -0.04
O 22.9456 -15.3956 24.3349  0.15
O 22.0185 -14.3840 26.5618  0.07
O 23.8735 -13.2392 25.2615  0.44
H 24.4089 -11.3576 24.6527  0.02
H 24.3957 -12.6039 23.4706  0.07
H 22.0761 -11.7011 23.0692  0.01
H 21.9744 -11.1519 24.6925  0.02
C 27.1962 -14.1478 20.7493  0.00
C 26.7120 -14.3180 22.2289  0.01
O 27.4769 -13.2377 22.7685  0.00
S 29.0447 -13.1163 22.1892  0.00
O 29.7466 -14.3842 22.5868  0.00
O 29.6258 -11.8141 22.2775  0.00
O 28.2739 -13.2706 20.7233  0.00
H 26.3150 -13.8670 20.1725  0.00
H 27.5177 -15.0583 20.2437  0.00
H 26.9570 -15.2802 22.6785  0.00
H 25.6445 -14.2564 22.4406  0.00
C 28.2743 -4.3775 22.2790  0.00
C 27.1412 -3.7981 23.1181  0.00
O 27.0801 -2.4101 22.8270  0.00
S 28.5422 -1.8775 22.1890  0.00
O 29.0945 -0.7778 22.9753  0.00
O 28.2564 -1.6537 20.7285  0.00
O 29.2567 -3.3396 22.3924  0.00
H 27.9656 -4.5513 21.2482  0.00
H 28.5546 -5.3111 22.7667  0.00
H 27.3133 -4.0183 24.1717  0.00
H 26.2061 -4.3130 22.8977  0.00
C 27.4073 -8.1800 23.4698  0.00
C 27.0308 -9.5942 24.0488  0.00
O 25.6944 -9.5275 24.6578  0.01
S 25.2624 -7.9811 24.8747  0.00
O 25.6254 -7.5418 26.1730  0.00
O 23.8441 -7.9911 24.5356  0.00
O 26.2699 -7.4036 23.7356  0.00
H 27.7984 -8.0695 22.4584  0.00
H 28.1408 -7.6625 24.0880  0.00
H 27.5059 -9.9788 24.9513  0.00
H 27.2143 -10.4404 23.3867  0.00

As for the expectation value of S²: 0.7567. The value obtained for the LUMO energy (alpha / beta) is -4.2 / -11.1 eV. The calculation puts the relative energy (zero: lowest compared OMol25 entry of this formula, charge and spin) at 207.1 kJ/mol. As for the charge: +1. Its spin multiplicity is 2.

4.
ORCA calculation (ωB97M-V/def2-TZVPD) on a cluster of 9 separate species, C29H61ClN9O12P in total.

Last column: Mulliken charge in e.
Cartesian coordinates (Å):
N -1.6197 -0.9559 -1.8778  -0.14
C -1.0069 -0.4975 -0.5993  -0.12
C -0.1329 0.8286 -0.7135  0.40
C 0.4029 1.6408 0.3442  0.26
P 0.1871 1.3802 2.2388  0.42
O -1.5150 1.0484 2.3645  -0.55
Cl 1.1833 -0.3637 2.8860  -0.20
C 1.2231 2.8875 -0.2395  0.14
O 1.6948 3.8672 0.3721  -0.51
O 1.2882 2.6755 -1.6731  -0.29
C 0.3704 1.6262 -2.0263  0.29
O -0.0517 1.3382 -3.1799  -0.43
H -2.1109 -0.1888 -2.3667  -0.11
H -2.3469 -1.6553 -1.6336  0.26
H -0.3163 -1.3324 -0.2165  0.05
H -1.8274 -0.3908 0.2135  0.26
H -1.6631 0.1621 2.7629  0.29
C 3.3641 2.9105 7.1800  -0.92
N 2.4659 1.9352 6.5975  0.15
C 2.9172 0.5658 6.4470  -0.86
C 1.2085 2.2670 6.1864  0.40
O 0.4050 1.4978 5.6892  -0.61
H 4.2656 2.9763 6.5649  0.32
H 3.6323 2.5890 8.1900  0.35
H 2.8931 3.8936 7.2303  0.27
H 2.8792 0.2900 5.3901  0.18
H 2.2495 -0.0952 7.0055  0.28
H 3.9370 0.4559 6.8183  0.40
H 0.9691 3.3301 6.3462  0.01
C 4.0321 -3.3762 -1.1391  -0.75
N 3.2020 -2.5439 -0.2933  0.17
C 2.9530 -2.9622 1.0730  -0.59
C 2.6497 -1.3836 -0.7414  0.07
O 1.9419 -0.6372 -0.0825  -0.49
H 3.5741 -4.3642 -1.2227  0.30
H 5.0214 -3.4676 -0.6844  0.20
H 4.1345 -2.9428 -2.1358  0.28
H 1.8765 -3.0815 1.2195  0.24
H 3.3165 -2.1890 1.7550  0.25
H 3.4593 -3.9061 1.2836  0.10
H 2.9029 -1.1624 -1.7909  0.25
C -0.8029 -1.1371 -6.4196  -1.03
N -1.8108 -2.1067 -6.0437  0.21
C -2.7846 -2.5281 -7.0327  -1.09
C -1.8720 -2.6359 -4.7868  0.00
O -2.6914 -3.4530 -4.4057  -0.64
H -1.2967 -0.2156 -6.7400  0.37
H -0.2105 -1.5411 -7.2448  0.39
H -0.1419 -0.9149 -5.5797  0.29
H -3.7885 -2.2912 -6.6689  0.32
H -2.7082 -3.6075 -7.1721  0.34
H -2.6099 -2.0226 -7.9834  0.43
H -1.0883 -2.2486 -4.1166  0.36
C -4.9773 2.3572 -5.4746  -0.94
N -4.3716 1.4193 -4.5520  0.23
C -2.9286 1.4008 -4.4140  -0.79
C -5.1161 0.5523 -3.8082  0.02
O -4.6689 -0.2575 -3.0172  -0.51
H -4.6003 2.1601 -6.4815  0.32
H -4.7095 3.3739 -5.1758  0.32
H -6.0642 2.2590 -5.4743  0.31
H -2.5573 0.4059 -4.6732  0.04
H -2.6664 1.6131 -3.3749  0.32
H -2.4705 2.1447 -5.0667  0.43
H -6.1992 0.6481 -3.9879  0.26
C 3.7343 7.7540 3.3840  -0.94
N 2.7338 6.7756 3.7573  0.19
C 1.7633 6.3495 2.7657  -0.99
C 2.6767 6.2438 5.0103  0.05
O 1.8638 5.4175 5.3890  -0.46
H 3.2333 8.6719 3.0661  0.34
H 4.3297 7.3568 2.5580  0.33
H 4.3936 7.9791 4.2241  0.29
H 0.7579 6.5780 3.1284  0.27
H 1.8476 5.2697 2.6233  0.37
H 1.9356 6.8587 1.8170  0.36
H 3.4575 6.6362 5.6818  0.25
C -7.0474 -5.3754 -8.1971  -0.93
N -5.6148 -5.5270 -8.0485  0.13
C -5.1047 -6.4004 -7.0084  -0.87
C -4.7314 -4.8740 -8.8557  0.10
O -3.5194 -4.9577 -8.7832  -0.60
H -7.4619 -4.9789 -7.2667  0.34
H -7.4890 -6.3529 -8.4075  0.33
H -7.2855 -4.6923 -9.0142  0.29
H -4.4723 -5.8205 -6.3315  0.24
H -4.4991 -7.1867 -7.4661  0.30
H -5.9261 -6.8491 -6.4486  0.37
H -5.2234 -4.2379 -9.6094  0.31
C 7.1404 -7.0591 2.9758  -0.93
N 6.2309 -6.1521 2.3055  0.11
C 6.3840 -4.7247 2.5113  -0.82
C 5.2363 -6.5996 1.4879  0.09
O 4.4403 -5.8924 0.8962  -0.52
H 7.0519 -6.9182 4.0560  0.34
H 8.1627 -6.8362 2.6599  0.34
H 6.9088 -8.0968 2.7305  0.29
H 5.4609 -4.3228 2.9365  0.27
H 6.5655 -4.2412 1.5480  0.23
H 7.2168 -4.5224 3.1857  0.37
H 5.2091 -7.6975 1.4018  0.23
C -1.6027 5.0778 5.6652  -0.68
N -2.5774 5.3159 6.7110  0.14
C -3.7063 4.4152 6.8368  -0.99
C -2.4647 6.3608 7.5795  0.08
O -3.2458 6.6170 8.4778  -0.60
H -2.1056 5.1166 4.6952  0.32
H -1.1612 4.0887 5.8097  0.24
H -0.8117 5.8291 5.6884  0.20
H -4.6328 4.9836 6.7231  0.31
H -3.6937 3.9615 7.8309  0.31
H -3.6592 3.6344 6.0767  0.37
H -1.5723 6.9808 7.3952  0.30

The value obtained for the LUMO energy is -0.9 eV. The SMILES is NCC1=C(P(O)Cl)C(=O)OC1=O.CN(C)C=O.CN(C)C=O.CN(C)C=O.CN(C)C=O.CN(C)C=O.CN(C)C=O.CN(C)C=O.CN(C)C=O. Its spin multiplicity is 1.

5.
ORCA calculation (ωB97M-V/def2-TZVPD) on a structure of composition C6H11Cl4Mg2O2.

Last column: natural (NBO) charge in e.
Cartesian coordinates (Å):
Mg 0.7831 -1.2506 -2.9378  1.85
Mg 5.0678 -2.2395 -0.4995  1.93
C 1.0370 -2.0998 0.9357  -0.74
C 2.0464 -2.2479 -0.1576  0.93
O 3.2867 -2.3736 0.1666  -0.95
O 1.6681 -1.9726 -1.3561  -1.01
H 0.7267 -1.0533 1.0189  0.30
H 1.5285 -2.5112 1.8128  0.28
H 0.1177 -2.5945 0.6163  0.28
Cl 0.8655 4.3616 0.6438  0.02
C 1.1684 2.8030 -0.2065  -0.41
C 1.7827 1.7922 0.7458  -0.39
Cl 0.7862 1.4624 2.1805  0.00
H 1.7426 2.9399 -1.1226  0.22
H 0.1706 2.4803 -0.5085  0.21
H 2.7816 1.9748 1.1327  0.24
H 1.8035 0.8289 0.2112  0.13
Cl -5.4068 -0.4300 -0.8450  0.05
C -3.6883 0.0280 -1.0349  -0.40
C -2.9320 -0.2085 0.2767  -0.40
Cl -3.2887 1.1426 1.3689  0.03
H -3.6668 1.0376 -1.4341  0.25
H -3.2870 -0.6453 -1.8033  0.18
H -1.8843 -0.1326 -0.0438  0.15
H -3.2090 -1.0920 0.8396  0.26

The value obtained for the LUMO energy is -14.6 eV. As for the charge: +3. Its spin multiplicity is 1.

6.
ORCA calculation (ωB97M-V/def2-TZVPD) on a structure of composition C4H14NSi.

Last column: natural (NBO) charge in e.
Cartesian coordinates (Å):
C -0.2953 -1.1911 -2.2309  -0.60
C 0.7559 -2.3446 -0.3029  -0.63
C 1.6885 2.5129 0.4161  -0.45
C -0.4788 -1.4998 -0.7763  -0.58
N 0.2703 2.3412 0.7251  -0.80
Si -0.4085 0.1308 0.4018  1.34
H -1.1293 -0.6531 -2.5151  0.21
H 0.4556 -0.3884 -2.3610  0.19
H -0.2186 -2.0367 -2.8681  0.24
H 0.5765 -3.4529 -0.4682  0.25
H 0.8198 -2.2434 0.8430  0.20
H 1.7602 -1.9796 -0.6440  0.23
H 2.2719 3.3081 0.9216  0.24
H 2.2165 1.5458 0.5875  0.21
H 1.8232 2.5781 -0.6485  0.22
H 0.0234 2.6626 1.6191  0.41
H -0.1701 2.8541 0.0218  0.40
H 0.9102 0.0685 1.0620  -0.16
H -1.7647 0.4678 0.6339  -0.17
H -1.3166 -2.1060 -0.6877  0.25

The value obtained for the LUMO energy is -5.4 eV. The calculation puts the relative energy (zero: lowest compared OMol25 entry of this formula, charge and spin) at 286.9 kJ/mol. As for the charge: +1. Its spin multiplicity is 1.

The records above yield E_tot values of -380.10107 -711.21243 -3110.38306 -3338.80348 -2625.47899 -504.70163 hartree, respectively.
The records above yield maximum force values of 6.32 5.12 5.18 5.65 2.30 4.26 eV/A, respectively.